[1]
21
Properties=species:S:1:pos:R:3:forces:R:3:nbo_charge:R:1 method="wB97M-V/def2-TZVPD" smiles=CC[C@@H](C)O.O.O homo_lumo_gap_ev=10.84 total_charge=0 fmax_ev_per_a=1.973
C 1.75751 -0.73245 -1.70291 0.68 -0.30 0.99 -0.6257
C 1.29072 -1.20910 -0.26852 -1.02 0.43 0.12 -0.4314
C -0.19881 -0.80516 0.06886 -0.35 -0.05 -1.44 0.1118
C -0.96724 -1.84237 0.90822 0.74 -1.24 -1.34 -0.6507
O -0.27427 0.46524 0.72927 0.09 -0.12 0.60 -0.7606
H 0.84925 -0.41282 -2.25265 0.93 0.11 -0.03 0.2039
H 2.60336 -0.00882 -1.68096 -1.15 0.26 0.15 0.2173
H 2.28492 -1.53836 -2.24135 -0.79 -0.12 0.13 0.2137
H 1.78591 -0.77565 0.60007 0.81 -0.03 -0.34 0.2189
H 1.37572 -2.29298 -0.21468 0.00 -0.02 0.10 0.2048
H -0.62977 -0.65267 -0.92001 -0.63 -0.28 -0.08 0.1473
H -2.06680 -1.88654 0.95410 0.52 1.12 0.07 0.2477
H -0.49113 -1.76609 1.87035 -0.21 -0.39 0.75 0.2121
H -0.76578 -2.84734 0.46214 0.36 0.59 0.49 0.2060
H -0.40241 1.19223 0.11479 0.25 -0.07 -0.18 0.4840
O -3.16371 0.27518 1.40114 0.64 0.47 -0.20 -0.9363
H -2.90989 0.58609 0.52260 -0.60 -0.09 -0.19 0.4563
H -2.27823 0.37128 1.78793 -0.23 -0.23 0.42 0.4799
O 0.59625 4.24308 -0.07370 0.13 0.35 0.00 -0.9351
H 1.50183 4.57056 -0.05677 0.15 -0.30 -0.01 0.4683
H 0.10257 5.06667 -0.00793 -0.31 -0.10 0.00 0.4676

[2]
14
Properties=species:S:1:pos:R:3:forces:R:3:nbo_charge:R:1 method="wB97M-V/def2-TZVPD" smiles="C=C[C@@H]1C=C1C" homo_lumo_gap_ev=9.87 total_charge=0 fmax_ev_per_a=3.242
C 0.84291 -2.35457 0.80690 0.30 -1.21 1.26 -0.4248
C 0.93037 -1.24366 0.06329 -2.13 0.41 0.09 -0.2016
C -0.40272 -0.53131 -0.39061 1.83 0.27 0.37 -0.2882
C -0.38137 0.16603 -1.72830 -0.04 0.44 1.40 -0.2036
C -0.38069 0.96775 -0.71492 0.06 -0.12 0.92 0.0692
C -0.31152 2.24354 0.14216 -1.55 -2.63 -1.09 -0.6506
H 1.65878 -3.06516 1.16900 -0.66 1.54 -0.79 0.2023
H -0.12679 -2.71426 1.27049 0.86 0.69 -1.11 0.1921
H 1.84259 -0.72545 -0.28671 -0.37 -0.78 0.15 0.2040
H -1.32508 -0.90648 0.06051 0.21 -0.35 -0.33 0.1838
H -0.17879 -0.00139 -2.73985 -0.13 -0.16 -1.28 0.2176
H -0.54077 1.82722 1.13776 -0.10 1.00 -0.23 0.2323
H -1.01750 2.98016 -0.26386 0.35 -0.05 0.52 0.2358
H 0.69200 2.53968 0.09618 1.38 0.96 0.12 0.2316